9 unconnected molecules or ions with the total composition C28H81F6N3O23P6. Source: the Open Molecules 2025 dataset; level of theory: the ωB97M-V functional and the def2-TZVPD basis.

## Properties
2S+1	1

CARTESIAN COORDINATES (ANGSTROEM)
C (0.0563, 0.4926, 2.7259)
N (1.0643, 0.9051, 1.5938)
C (0.3076, 1.6930, 0.5261)
C (2.2036, 1.7957, 2.1622)
C (1.6983, -0.3573, 0.9789)
C (0.8849, -0.9777, -0.1350)
O (-0.4907, -1.1427, 0.1054)
H (-0.9097, 0.1253, 2.3795)
H (-0.1844, 1.3901, 3.2958)
H (0.6687, -0.2414, 3.2497)
H (-0.6419, 1.1957, 0.3283)
H (0.9851, 1.5442, -0.3148)
H (0.2330, 2.7429, 0.8094)
H (1.6327, 2.4782, 2.7918)
H (2.5504, 2.1795, 1.2028)
H (2.8729, 1.1130, 2.6858)
H (1.9363, -0.9478, 1.8636)
H (2.6316, -0.0225, 0.5262)
H (1.3307, -1.9450, -0.3664)
H (1.0719, -0.4307, -1.0590)
H (-0.8475, -1.8812, -0.3935)
P (4.7351, 1.2537, -1.7501)
F (5.2488, 0.5480, -3.0945)
F (4.6367, 2.7440, -2.4094)
F (3.2080, 0.7257, -2.0496)
F (4.2639, 2.0466, -0.3234)
F (4.9101, -0.0647, -0.9127)
F (6.2115, 1.7269, -1.3318)
C (2.1582, 5.0982, 0.1775)
C (3.5059, 5.8488, 0.4173)
C (4.1870, 6.0355, -0.9711)
O (5.4184, 6.7409, -0.7617)
C (6.4411, 5.8767, -0.2684)
N (3.0476, 7.1170, 1.0404)
H (1.5455, 4.8845, 1.0534)
H (2.2111, 4.1693, -0.3904)
H (1.5175, 5.7687, -0.3951)
H (4.1982, 5.3997, 1.1294)
H (3.4955, 6.5329, -1.6512)
H (4.3790, 5.1257, -1.5397)
H (6.2396, 5.7982, 0.7999)
H (7.3690, 6.4196, -0.4486)
H (6.3856, 4.8535, -0.6400)
H (3.0458, 6.8696, 2.0196)
H (3.6030, 7.9558, 0.9506)
C (3.3767, -0.0888, -5.6190)
C (3.2266, 1.2961, -6.1189)
C (2.2014, 2.0996, -5.3606)
O (0.9491, 1.5165, -5.3116)
C (0.4076, 1.2876, -3.9922)
N (4.5464, 1.8620, -6.1976)
H (3.4653, 0.0108, -4.5372)
H (4.2637, -0.5743, -6.0260)
H (2.4898, -0.6369, -5.9368)
H (2.9356, 1.2569, -7.1686)
H (2.0931, 3.0787, -5.8272)
H (2.5762, 2.2594, -4.3497)
H (-0.6739, 1.3180, -4.1248)
H (0.5216, 2.2263, -3.4500)
H (0.6328, 0.3384, -3.5061)
H (4.9206, 1.8666, -5.2595)
H (5.2219, 1.3098, -6.7063)
C (-8.0460, -2.2426, 2.0677)
O (-6.7241, -2.5387, 1.7909)
P (-6.2372, -3.4567, 0.5849)
O (-6.2128, -2.8407, -0.7429)
O (-4.7851, -3.9450, 1.1018)
C (-3.6178, -3.2121, 0.9430)
O (-7.1207, -4.8409, 0.6950)
C (-8.2088, -5.0665, -0.1735)
H (-8.7788, -2.6202, 1.3545)
H (-8.1365, -1.1566, 2.0897)
H (-8.2676, -2.5388, 3.0930)
H (-2.9116, -3.9883, 0.6480)
H (-3.3225, -2.7214, 1.8704)
H (-3.6406, -2.4752, 0.1401)
H (-8.0276, -5.9103, -0.8393)
H (-8.4968, -4.1021, -0.5918)
H (-9.0513, -5.4907, 0.3726)
C (0.7080, -6.4821, -2.1747)
O (1.5804, -5.3847, -1.9823)
P (2.8547, -5.2360, -2.9326)
O (3.7952, -6.3988, -3.1289)
O (2.2586, -4.6728, -4.2817)
C (3.1469, -4.3506, -5.3798)
O (3.6395, -3.9632, -2.3099)
C (3.1242, -2.6485, -2.5923)
H (1.0228, -7.2689, -2.8602)
H (-0.2026, -6.0718, -2.6112)
H (0.5303, -6.8650, -1.1697)
H (3.6422, -3.4057, -5.1560)
H (2.6186, -4.4812, -6.3242)
H (3.7694, -5.2386, -5.2701)
H (3.5102, -2.1004, -3.4518)
H (3.4190, -2.1073, -1.6932)
H (2.0635, -2.6400, -2.8431)
C (2.0582, -1.0590, 5.4830)
O (0.7220, -1.0734, 5.8195)
P (0.0838, 0.0765, 6.8638)
O (0.8270, 1.3864, 6.9646)
O (-1.4992, 0.1893, 6.3006)
C (-2.1950, -1.0569, 6.4166)
O (-0.0599, -0.7861, 8.2084)
C (-0.4886, -0.0928, 9.4113)
H (2.7001, -1.5331, 6.2255)
H (2.4517, -0.0431, 5.4461)
H (2.2233, -1.2794, 4.4284)
H (-2.0405, -1.6035, 5.4863)
H (-3.2693, -1.0419, 6.6002)
H (-1.7988, -1.7722, 7.1373)
H (-0.4784, -0.7036, 10.3141)
H (-1.4264, 0.4597, 9.3536)
H (0.1002, 0.7923, 9.6524)
C (-1.8427, -3.7370, -5.3084)
O (-1.3758, -3.6207, -3.9681)
P (-2.4179, -3.2490, -2.7830)
O (-1.7531, -2.9217, -1.4537)
O (-3.2767, -1.9988, -3.4742)
C (-4.0575, -1.0778, -2.6577)
O (-3.4062, -4.4351, -2.8148)
C (-3.4712, -5.4910, -1.8174)
H (-2.8664, -3.5697, -5.6434)
H (-1.7511, -4.7911, -5.5705)
H (-1.3127, -3.1362, -6.0475)
H (-5.0679, -0.9953, -3.0581)
H (-3.6103, -0.0938, -2.7987)
H (-4.2457, -1.3586, -1.6214)
H (-2.6049, -5.4749, -1.1561)
H (-3.4585, -6.4813, -2.2728)
H (-4.4098, -5.3755, -1.2754)
C (-3.5089, 2.4871, 1.4868)
O (-2.2467, 2.5969, 2.1064)
P (-1.8522, 3.8417, 2.9874)
O (-0.4381, 3.7360, 3.5534)
O (-2.0888, 5.1306, 1.9950)
C (-1.3990, 6.3585, 2.2264)
O (-3.0188, 3.6931, 4.1490)
C (-2.8900, 2.7806, 5.2681)
H (-4.0576, 1.5878, 1.7665)
H (-3.3743, 2.5393, 0.4064)
H (-4.1646, 3.3366, 1.6777)
H (-1.6177, 7.0719, 1.4317)
H (-0.3235, 6.1832, 2.2538)
H (-1.7314, 6.8250, 3.1537)
H (-3.0736, 1.7368, 5.0135)
H (-3.4089, 3.1050, 6.1701)
H (-1.8539, 2.7888, 5.6063)

11 unconnected molecules or ions with the total composition C28H81N3O11. Source: the Open Molecules 2025 dataset; level of theory: the ωB97M-V functional and the def2-TZVPD basis.

## Properties
2S+1	1
structure (SMILES)	COC[C@H](C)N.COC[C@H](C)N.COC[C@H](C)N.CCO.CCO.CCO.CCO.CCO.CCO.CCO.CCO
relative energy (zero: lowest compared OMol25 entry of this formula, charge and spin)	137.2	kcal per mole

CARTESIAN COORDINATES (ANGSTROEM)
C (-0.9486, -4.2990, -5.4814)
O (-1.0490, -3.4500, -6.6371)
C (-1.6510, -2.1943, -6.4301)
C (-1.5014, -1.4557, -7.8230)
C (-0.0190, -1.1313, -8.1485)
N (-2.3175, -0.2897, -8.1584)
H (-0.4769, -3.7958, -4.6374)
H (-0.4399, -5.2175, -5.7740)
H (-1.9582, -4.6121, -5.2153)
H (-2.6978, -2.4157, -6.2217)
H (-1.2118, -1.6950, -5.5664)
H (-1.7429, -2.1586, -8.6204)
H (-0.0193, -0.6259, -9.1142)
H (0.5946, -2.0162, -7.9795)
H (0.2740, -0.4776, -7.3270)
H (-2.0230, 0.0103, -9.0767)
H (-1.8512, 0.4298, -7.6246)
C (-2.9788, 4.6109, 5.6374)
O (-1.5460, 4.4659, 5.8355)
C (-0.8100, 4.7397, 4.5904)
C (0.6662, 4.5200, 4.9079)
C (0.9742, 3.1313, 5.1604)
N (1.0585, 5.3556, 6.0379)
H (-3.6005, 3.9843, 6.2769)
H (-3.2226, 4.4456, 4.5879)
H (-3.4016, 5.5738, 5.9237)
H (-1.1053, 3.9921, 3.8542)
H (-1.0434, 5.7074, 4.1461)
H (1.1656, 4.8917, 4.0132)
H (0.7791, 2.4813, 4.3075)
H (0.3089, 2.7754, 5.9470)
H (2.0074, 3.0289, 5.4923)
H (1.1937, 6.3226, 5.7795)
H (0.2899, 5.2005, 6.6746)
C (2.5491, -5.7978, 0.6500)
O (3.1836, -5.3888, 1.8098)
C (2.9289, -4.0530, 2.1126)
C (3.1602, -3.7869, 3.6594)
C (2.5589, -4.7262, 4.7191)
N (2.7044, -2.4376, 3.9321)
H (1.5516, -5.4113, 0.4412)
H (2.3361, -6.8657, 0.6032)
H (3.2586, -5.5246, -0.1312)
H (3.4495, -3.4035, 1.4089)
H (1.8842, -3.7926, 1.9432)
H (4.2320, -3.8129, 3.8559)
H (2.5808, -4.1859, 5.6655)
H (2.9781, -5.7320, 4.7452)
H (1.4943, -4.8818, 4.5442)
H (1.7924, -2.1524, 3.6047)
H (2.6825, -2.2132, 4.9166)
C (-2.5273, 7.1687, -0.5602)
C (-2.6391, 5.6371, -0.7219)
O (-1.8124, 5.1750, -1.7777)
H (-3.1831, 7.7529, -1.2057)
H (-1.5162, 7.5248, -0.7576)
H (-2.8763, 7.6454, 0.3558)
H (-3.6707, 5.3309, -0.8951)
H (-2.3600, 5.2259, 0.2482)
H (-1.6338, 4.2535, -1.5764)
C (-3.9797, -0.7029, 5.4660)
C (-4.1812, -2.1547, 5.8690)
O (-2.9249, -2.8411, 5.8763)
H (-3.4510, 0.0199, 6.0874)
H (-4.9234, -0.3912, 5.0183)
H (-3.4233, -0.7789, 4.5318)
H (-4.9928, -2.6669, 5.3522)
H (-4.5004, -2.1792, 6.9109)
H (-3.0800, -3.6825, 6.3117)
C (3.3889, 4.6904, -4.6431)
C (4.8338, 5.1896, -4.5270)
O (4.9040, 6.5838, -4.5782)
H (3.2104, 3.6604, -4.3341)
H (3.0947, 4.8849, -5.6744)
H (2.6712, 5.2336, -4.0283)
H (5.4793, 4.6835, -5.2448)
H (5.3780, 4.8853, -3.6330)
H (5.1685, 6.8189, -5.4706)
C (7.4717, 1.8715, 1.0890)
C (6.3870, 1.4388, 2.1049)
O (5.4725, 0.6762, 1.4300)
H (7.3068, 2.8496, 0.6370)
H (7.5269, 1.1502, 0.2737)
H (8.4390, 1.8064, 1.5871)
H (5.9480, 2.2754, 2.6485)
H (6.7197, 0.5911, 2.7040)
H (4.8249, 0.3614, 2.0649)
C (3.8307, -1.1914, -4.3621)
C (3.8519, -1.2991, -2.8218)
O (3.2618, -0.1454, -2.2638)
H (4.2727, -2.0655, -4.8404)
H (4.0496, -0.1725, -4.6813)
H (2.8135, -1.3612, -4.7150)
H (4.9201, -1.2444, -2.6119)
H (3.6100, -2.2877, -2.4316)
H (3.8203, 0.0683, -1.5128)
C (-1.1131, -0.7004, -0.6899)
C (-0.7308, 0.5646, -0.0165)
O (-0.1277, 1.4510, -0.8813)
H (-0.8219, -0.6323, -1.7380)
H (-2.1530, -1.0102, -0.5860)
H (-0.4230, -1.5003, -0.4217)
H (0.0871, 0.3990, 0.6847)
H (-1.4674, 0.8310, 0.7415)
H (0.6213, 0.9994, -1.2770)
C (-5.9099, 0.5766, -2.9383)
C (-6.2764, -0.6920, -2.2925)
O (-5.9479, -0.6288, -0.8898)
H (-4.8649, 0.8587, -2.8103)
H (-6.3875, 1.4728, -2.5422)
H (-6.2001, 0.5114, -3.9869)
H (-5.8190, -1.5572, -2.7724)
H (-7.3185, -0.9049, -2.5310)
H (-6.6362, -1.1525, -0.4732)
C (-3.7158, -5.3022, 1.9049)
C (-2.8128, -6.4564, 2.4231)
O (-3.6952, -7.5400, 2.6767)
H (-4.5058, -5.1911, 2.6476)
H (-4.2651, -5.6234, 1.0199)
H (-3.1108, -4.4052, 1.7730)
H (-2.1954, -6.2239, 3.2908)
H (-2.0862, -6.6925, 1.6456)
H (-4.1260, -7.4063, 3.5241)

12 unconnected molecules or ions with the total composition C28H81NO24. Source: the Open Molecules 2025 dataset; level of theory: the ωB97M-V functional and the def2-TZVPD basis.

## Properties
2S+1	1
structure (SMILES)	COCCNCCOC.OCCO.OCCO.OCCO.OCCO.OCCO.OCCO.OCCO.OCCO.OCCO.OCCO.OCCO
relative energy (zero: lowest compared OMol25 entry of this formula, charge and spin)	47.5	kcal per mole

CARTESIAN COORDINATES (ANGSTROEM)
C (6.4470, 0.5007, -4.3420)
O (5.0713, 0.6123, -3.9342)
C (4.3435, 1.7485, -4.4210)
C (2.8067, 1.7915, -4.0861)
N (2.5767, 1.9446, -2.5807)
C (3.0410, 3.1751, -2.0095)
C (2.8594, 3.2857, -0.4933)
O (3.5559, 2.1721, 0.1176)
C (3.6378, 2.2485, 1.5557)
H (6.5573, 0.4286, -5.4240)
H (6.8580, -0.4144, -3.9156)
H (6.9534, 1.3351, -3.8567)
H (4.3396, 1.6348, -5.5050)
H (4.7356, 2.7597, -4.3124)
H (2.4974, 0.7925, -4.3933)
H (2.1305, 2.5206, -4.5327)
H (3.0957, 1.2423, -2.0731)
H (2.5452, 4.0639, -2.3999)
H (4.0859, 3.4366, -2.1768)
H (1.7867, 3.2866, -0.3000)
H (3.2808, 4.2348, -0.1619)
H (3.9912, 3.1691, 2.0201)
H (4.1861, 1.3821, 1.9255)
H (2.6544, 1.9894, 1.9481)
O (2.0520, -2.6953, 1.2622)
C (3.3390, -2.8611, 1.9129)
C (4.4583, -1.8130, 1.5718)
O (5.0939, -2.1789, 0.3042)
H (2.0764, -3.0665, 0.3772)
H (3.1811, -2.8055, 2.9900)
H (3.6765, -3.8821, 1.7347)
H (5.1928, -1.8751, 2.3747)
H (3.9600, -0.8467, 1.4939)
H (4.7741, -1.6344, -0.4189)
O (-2.1323, -4.3753, 5.0840)
C (-0.8161, -3.7601, 5.1913)
C (-0.1248, -3.8759, 3.8055)
O (-0.3097, -2.6930, 3.0104)
H (-2.5498, -4.4880, 5.9410)
H (-1.0215, -2.7189, 5.4402)
H (-0.2076, -4.1005, 6.0292)
H (-0.5486, -4.7258, 3.2705)
H (0.9444, -3.9922, 3.9823)
H (0.3950, -2.5845, 2.3676)
O (-0.2841, 1.3951, -3.0262)
C (-0.4064, 1.1795, -4.4079)
C (-1.8758, 1.3904, -4.7048)
O (-1.9642, 1.3434, -6.1314)
H (0.6177, 1.6514, -2.8194)
H (0.2386, 1.8753, -4.9445)
H (-0.0951, 0.2000, -4.7710)
H (-2.2241, 2.3229, -4.2607)
H (-2.5220, 0.6446, -4.2418)
H (-1.5846, 0.5143, -6.4316)
O (-5.4536, 2.5578, -1.3789)
C (-4.9863, 1.2427, -1.6898)
C (-4.8974, 0.3181, -0.4494)
O (-4.0386, 0.8619, 0.5975)
H (-4.7549, 3.2112, -1.2987)
H (-5.4967, 0.8235, -2.5569)
H (-3.9353, 1.3213, -1.9676)
H (-4.4477, -0.5894, -0.8523)
H (-5.8589, 0.1157, 0.0223)
H (-3.1678, 1.0457, 0.2376)
O (-4.2604, -3.3463, 0.6079)
C (-3.6922, -2.5318, 1.6225)
C (-4.2822, -2.8341, 3.0023)
O (-5.7174, -2.8731, 2.8707)
H (-3.8342, -3.0851, -0.2117)
H (-2.6045, -2.5935, 1.6599)
H (-3.7875, -1.4730, 1.3816)
H (-4.0439, -2.0535, 3.7248)
H (-3.9734, -3.8365, 3.2989)
H (-5.9251, -3.5241, 2.1964)
O (4.4215, -1.1118, -2.0499)
C (3.7998, -2.2052, -2.8410)
C (2.3061, -2.0066, -3.1199)
O (1.5812, -2.1354, -1.9168)
H (4.6286, -0.4734, -2.7363)
H (4.3707, -2.4156, -3.7454)
H (3.8644, -3.0623, -2.1708)
H (1.9296, -2.7402, -3.8327)
H (2.0927, -1.0389, -3.5740)
H (1.7780, -1.3537, -1.3954)
O (-4.1922, 0.6534, 3.7602)
C (-2.7728, 0.7164, 3.9278)
C (-2.2699, 2.1388, 3.6870)
O (-1.1328, 2.4208, 4.4818)
H (-4.4533, 0.7391, 2.8404)
H (-2.5358, 0.4871, 4.9667)
H (-2.4059, -0.0649, 3.2622)
H (-3.0543, 2.8488, 3.9491)
H (-1.9697, 2.0627, 2.6420)
H (-1.3341, 2.4145, 5.4205)
O (3.3768, -0.2244, 4.7551)
C (2.0391, -0.7402, 4.7772)
C (1.0128, -0.2032, 5.7171)
O (1.4967, -0.3920, 7.0409)
H (3.6691, -0.0003, 5.6416)
H (1.7359, -0.6834, 3.7318)
H (2.0408, -1.7958, 5.0489)
H (0.0981, -0.7815, 5.5868)
H (0.9337, 0.8649, 5.5148)
H (0.9291, 0.0657, 7.6653)
O (-4.2331, -1.5079, -3.7219)
C (-2.9166, -2.1214, -3.8473)
C (-2.1770, -2.1559, -2.5657)
O (-2.7263, -3.1856, -1.6803)
H (-4.8600, -2.1597, -4.0441)
H (-2.8641, -3.1413, -4.2283)
H (-2.3312, -1.5773, -4.5885)
H (-2.1548, -1.1932, -2.0551)
H (-1.1595, -2.5169, -2.7157)
H (-2.2866, -4.0323, -1.7877)
O (-3.7423, 4.3982, -0.4455)
C (-2.6244, 5.1372, -0.8965)
C (-1.4397, 4.2734, -1.0613)
O (-0.8477, 3.9079, 0.1604)
H (-4.3154, 4.9996, 0.0355)
H (-2.9406, 5.6735, -1.7911)
H (-2.4591, 5.9894, -0.2372)
H (-0.7096, 4.9652, -1.4813)
H (-1.5870, 3.4135, -1.7147)
H (-0.9750, 2.9732, 0.3384)
O (-1.3667, 0.8902, -0.4443)
C (-0.7928, -0.1687, 0.3066)
C (0.6836, 0.2490, 0.6360)
O (1.4992, 0.1737, -0.4879)
H (-0.8426, 0.9944, -1.2419)
H (-1.3819, -0.3509, 1.2054)
H (-0.7924, -1.1061, -0.2496)
H (1.0605, -0.3872, 1.4369)
H (0.7838, 1.2840, 0.9627)
H (2.3029, 0.6569, -0.2825)

Number 1: Kohn-Sham gap 0.2929 Ha, LUMO -0.007 Ha. Number 2: Kohn-Sham gap 0.3391 Ha, LUMO 0.004 Ha. Number 3: Kohn-Sham gap 0.3287 Ha, LUMO 0.006 Ha.